DFT (ωB97M-V/def2-TZVPD) results for a molecular structure, C22H26BeBr3Cl8F11IKN3O8S3 in a non-equilibrium geometry.

Calculated values
* net charge: -1
* LUMO: -3.10 eV
* frontier orbital gap: 3.2 eV
* E_tot: -441596.541 eV

Cartesian coordinates (Å):
O 3.394 0.098 3.779
S 2.848 1.510 3.392
O 3.948 2.573 3.157
Cl 1.717 2.143 5.080
C 1.654 1.510 1.949
C 2.346 1.405 0.468
C 3.486 0.239 0.307
C 2.900 -1.173 -0.373
C 1.796 -1.924 0.577
C 2.320 -3.018 1.715
N 1.051 -3.847 2.019
C -0.049 -3.253 1.168
N -1.394 -3.071 1.375
C -2.167 -2.378 0.249
C -3.722 -2.017 0.632
C -4.108 -0.623 -0.147
F -3.792 -0.777 -1.613
Br -6.074 -0.326 0.082
C -3.309 0.708 0.384
F -4.304 1.833 0.365
F -2.194 1.126 -0.531
Br -2.616 0.558 2.272
N 0.743 -2.836 -0.089
I 1.653 -4.401 -1.073
H 0.820 0.710 2.166
H 1.095 2.565 1.980
H 2.881 2.440 0.246
H 1.465 1.336 -0.333
H 4.266 0.648 -0.498
H 4.112 0.013 1.269
H 2.428 -0.931 -1.429
H 3.803 -1.929 -0.571
H 1.108 -1.236 1.228
H 3.293 -3.610 1.448
H 2.492 -2.297 2.650
H 1.223 -4.880 1.963
H -1.805 -3.382 2.282
H -1.534 -1.408 -0.038
H -2.133 -3.068 -0.712
H -3.950 -2.022 1.781
H -4.394 -2.871 0.138
F -3.574 -4.425 0.694
K -8.074 -1.717 0.480
Br -0.174 -1.143 -1.038
Be -4.974 -1.743 3.421
Cl -1.974 2.550 0.587
F 3.320 1.008 -2.499
C 3.819 2.129 -3.035
C 3.124 3.325 -2.892
C 3.646 4.493 -3.446
C 4.853 4.451 -4.147
C 5.541 3.245 -4.290
C 5.024 2.079 -3.727
H 2.183 3.337 -2.350
H 3.114 5.435 -3.332
H 5.258 5.362 -4.583
H 6.478 3.214 -4.840
H 5.550 1.135 -3.820
C -13.563 -2.221 -2.724
F -13.625 -0.863 -2.907
F -14.578 -2.526 -1.852
F -13.925 -2.776 -3.925
S -11.890 -2.801 -2.127
O -11.670 -2.114 -0.846
O -10.938 -2.394 -3.170
O -12.004 -4.259 -1.987
Cl -5.219 -4.218 3.991
C -6.043 -5.499 4.914
C -5.097 -6.233 5.850
Cl -3.906 -7.219 4.964
H -6.516 -6.182 4.201
H -6.834 -5.012 5.493
H -5.662 -6.919 6.487
H -4.549 -5.540 6.495
C 8.922 2.150 -1.998
Cl 7.415 2.145 -1.047
Cl 10.204 1.317 -1.083
Cl 8.651 1.306 -3.544
Cl 9.417 3.831 -2.318
C 7.815 7.368 -1.052
F 8.962 7.858 -1.623
F 8.120 6.097 -0.635
F 7.627 8.100 0.093
S 6.345 7.424 -2.204
O 6.719 6.597 -3.360
O 6.166 8.842 -2.544
O 5.221 6.869 -1.437

=====

DFT (ωB97M-V/def2-TZVPD) results for 8 unconnected molecules or ions with the total composition C53H84BBrO19P in a non-equilibrium geometry.

Calculated values
* net charge: -1
* LUMO: 1.52 eV
* frontier orbital gap: 5.3 eV
* E_tot: -175238.748 eV

Cartesian coordinates (Å):
C -2.705 9.897 3.891
C -2.274 10.475 2.491
C -3.505 10.464 1.559
C -3.658 9.053 0.913
C -2.651 8.925 -0.269
C -1.934 7.549 -0.303
C -2.810 6.485 -1.043
C -2.818 5.080 -0.381
C -2.226 4.001 -1.335
C -1.519 2.841 -0.608
C -2.472 1.692 -0.198
C -2.423 0.467 -1.141
O -3.688 0.324 -1.781
B -3.908 -1.133 -2.018
C -5.311 -1.693 -1.304
C -5.960 -0.658 -0.434
O -5.956 -0.801 0.787
P -4.135 -1.283 -3.982
O -5.745 -0.973 -4.339
Br -3.052 0.507 -4.930
O -2.760 -1.829 -1.428
C -2.363 -0.917 -0.427
C -1.187 -1.319 0.475
C 0.231 -1.221 -0.113
C 0.760 0.224 -0.279
O 0.397 -1.915 -1.344
C 0.900 -3.221 -1.215
C 2.344 -3.374 -1.651
C 2.594 -3.605 -2.990
C 3.858 -3.805 -3.494
C 4.942 -3.749 -2.641
C 4.718 -3.495 -1.309
C 3.449 -3.332 -0.811
H -3.670 9.388 3.836
H -2.754 10.743 4.585
H -1.923 9.218 4.242
H -1.932 11.501 2.662
H -1.454 9.851 2.118
H -3.413 11.170 0.724
H -4.399 10.678 2.158
H -3.448 8.289 1.673
H -4.692 8.953 0.565
H -1.879 9.693 -0.127
H -3.171 9.080 -1.221
H -0.972 7.649 -0.820
H -1.792 7.203 0.728
H -2.429 6.386 -2.068
H -3.817 6.916 -1.131
H -3.877 4.826 -0.221
H -2.323 5.060 0.598
H -2.981 3.662 -2.056
H -1.458 4.527 -1.927
H -1.099 3.259 0.315
H -0.686 2.486 -1.221
H -2.200 1.319 0.801
H -3.514 2.028 -0.187
H -1.603 0.491 -1.883
H -6.029 -2.089 -2.041
H -5.005 -2.532 -0.668
H -6.481 0.231 -0.862
H -6.028 -0.122 -3.967
H -3.206 -0.836 0.298
H -1.243 -0.702 1.381
H -1.344 -2.357 0.806
H 0.906 -1.672 0.641
H 0.517 0.560 -1.290
H 1.821 0.301 -0.035
H 0.166 0.848 0.399
H 0.769 -3.652 -0.210
H 0.303 -3.857 -1.889
H 1.751 -3.640 -3.682
H 3.960 -4.010 -4.557
H 5.944 -3.909 -3.031
H 5.591 -3.433 -0.664
H 3.328 -3.169 0.256
O -7.758 1.105 -2.576
C -8.776 0.785 -2.041
O -9.216 1.344 -0.885
C -10.402 0.672 -0.437
C -10.984 0.016 -1.680
C -9.731 -0.302 -2.488
H -10.119 -0.058 0.324
H -11.082 1.397 0.007
H -11.602 -0.853 -1.459
H -11.599 0.736 -2.225
H -9.307 -1.272 -2.223
H -9.907 -0.246 -3.559
O 0.697 1.479 -10.870
C -0.093 1.026 -10.090
O -0.203 1.450 -8.813
C -1.164 0.637 -8.103
C -2.044 0.033 -9.182
C -1.069 -0.107 -10.347
H -0.625 -0.122 -7.533
H -1.731 1.257 -7.414
H -2.512 -0.901 -8.880
H -2.837 0.734 -9.450
H -0.527 -1.053 -10.315
H -1.560 0.017 -11.309
O 4.362 -5.926 0.457
C 3.356 -6.565 0.324
O 2.275 -6.082 -0.315
C 1.188 -7.019 -0.222
C 1.846 -8.362 0.052
C 3.074 -7.956 0.857
H 0.528 -6.705 0.590
H 0.626 -7.013 -1.153
H 1.194 -9.066 0.564
H 2.160 -8.820 -0.889
H 2.860 -7.889 1.925
H 3.914 -8.617 0.681
O 3.515 -11.006 1.048
C 4.505 -11.294 0.442
O 5.753 -11.162 0.954
C 6.731 -11.481 -0.051
C 5.999 -12.354 -1.058
C 4.579 -11.801 -0.984
H 7.092 -10.550 -0.492
H 7.569 -11.997 0.413
H 6.436 -12.321 -2.054
H 6.005 -13.392 -0.722
H 4.432 -10.960 -1.665
H 3.831 -12.568 -1.162
O -0.872 4.954 2.044
C -0.201 5.692 2.701
O 1.154 5.628 2.750
C 1.653 6.575 3.707
C 0.554 7.617 3.849
C -0.703 6.786 3.618
H 1.851 6.049 4.644
H 2.584 7.001 3.340
H 0.574 8.135 4.807
H 0.650 8.366 3.060
H -1.070 6.332 4.540
H -1.491 7.360 3.139
O 3.751 -1.637 4.590
C 4.726 -1.923 3.961
O 5.988 -1.781 4.451
C 6.946 -2.102 3.425
C 6.196 -2.981 2.439
C 4.776 -2.435 2.537
H 7.294 -1.171 2.972
H 7.796 -2.615 3.873
H 6.612 -2.952 1.434
H 6.213 -4.019 2.778
H 4.613 -1.600 1.854
H 4.033 -3.211 2.376
O 9.237 0.934 8.761
C 8.209 0.613 8.237
O 7.909 0.904 6.949
C 6.563 0.481 6.652
C 6.244 -0.587 7.681
C 7.051 -0.118 8.887
H 5.901 1.347 6.733
H 6.517 0.096 5.638
H 5.178 -0.693 7.873
H 6.620 -1.553 7.340
H 6.491 0.588 9.504
H 7.407 -0.949 9.490

=====

DFT (ωB97M-V/def2-TZVPD) results for 2 unconnected molecules or ions with the total composition C3H3F3O4S in a non-equilibrium geometry.

Calculated values
* LUMO: -0.51 eV
* frontier orbital gap: 8.6 eV
* energy above the lowest of the compared OMol25 structures with the same formula, charge and spin: 1.411 eV
* E_tot: -30333.664 eV

Cartesian coordinates (Å):
C 1.759 1.675 -0.089
C 0.324 0.606 1.547
C -0.736 -1.821 -0.966
O 2.276 2.406 -0.801
O -2.332 0.326 -0.659
O 0.078 0.891 -1.063
O 1.550 1.155 1.015
F -1.601 -2.796 -1.378
F -0.786 -1.902 0.405
F 0.537 -2.214 -1.389
S -1.238 0.131 -1.576
H 0.166 -0.405 1.278
H -0.472 1.315 1.062
H 0.474 0.631 2.615

=====

DFT (ωB97M-V/def2-TZVPD) results for 2 unconnected molecules or ions with the total composition C2H7PS2 in a non-equilibrium geometry.

Calculated values
* LUMO: 0.65 eV
* SMILES string: C=CS.PS
* frontier orbital gap: 9.3 eV
* energy above the lowest of the compared OMol25 structures with the same formula, charge and spin: 2.025 eV
* E_tot: -33145.117 eV

Cartesian coordinates (Å):
C -1.454 -1.203 0.144
C -1.261 0.049 0.580
P 2.278 1.222 0.300
S -2.106 1.373 -0.142
S 2.603 -0.793 -0.209
H -2.322 -1.476 -0.466
H -0.900 -1.982 0.698
H -0.480 0.333 1.218
H 2.809 0.994 1.593
H 3.472 1.807 0.126
H -1.431 2.421 0.425
H 1.468 -0.848 -0.726

=====

DFT (ωB97M-V/def2-TZVPD) results for C4H6O2 in the gas phase.

Calculated values
* LUMO: 1.04 eV
* SMILES string: C1OC[C@H]2O[C@@H]12
* frontier orbital gap: 11.0 eV
* energy above the lowest of the compared OMol25 structures with the same formula, charge and spin: 1.948 eV
* E_tot: -8338.513 eV

Cartesian coordinates (Å):
C -0.603 -1.158 -0.100
C -0.619 1.157 -0.102
C 0.818 0.729 0.147
C 0.817 -0.721 0.151
H -1.042 -1.528 0.833
H -0.681 -1.946 -0.856
H -0.737 1.943 -0.862
H -1.039 1.520 0.852
H 1.507 1.350 0.724
H 1.492 -1.343 0.731
O -1.281 -0.009 -0.575
O 1.367 0.003 -0.944